Below is an isolated molecule of C27H26BrNO2, with properties calculated with wB97M-V/def2-TZVPD.

Bonds (Å) are listed after each position.
Positions of all 57 atoms, in Å:
1 Br 2.13246 -1.09583 4.26497  C14 1.952
2 O 2.77373 -1.66304 -2.44996  C12 1.232
3 O 3.47414 -0.10778 -3.87082  C12 1.339, C15 1.447
4 N 3.79003 2.83023 -5.64045  C13 1.383, C16 1.431, C29 1.401
5 C 2.76057 -1.13701 0.12303  C21 1.392, C31 1.414, H33 1.086
6 C 4.04488 2.66563 -3.39663  C10 1.468, C13 1.382, C26 1.517
7 C 2.65773 0.77649 2.09220  C11 1.409, C14 1.379, H38 1.080
8 C 3.56661 0.57052 -1.63017  C12 1.523, C21 1.544, C26 1.600, H39 1.203
9 C 7.81968 4.17741 1.84368  C17 1.486, H47 1.092, H49 1.084, H53 1.088
10 C 5.16899 3.43372 -3.94548  C6 1.468, C29 1.428, C30 1.393
11 C 2.95088 1.13694 0.76213  C7 1.409, C21 1.381, H54 1.075
12 C 3.19974 -0.52070 -2.62700  O2 1.232, O3 1.339, C8 1.523
13 C 3.15703 2.53356 -4.44766  N4 1.383, C6 1.382, H48 1.071
14 C 2.47783 -0.54967 2.42300  Br1 1.952, C7 1.379, C31 1.378
15 C 3.09222 -1.14288 -4.80777  O3 1.447, C25 1.477, H40 1.090, H50 1.088
16 C 3.17894 2.76561 -6.93306  N4 1.431, H37 1.082, H45 1.084, H56 1.091
17 C 6.81683 3.66673 0.87402  C9 1.486, C18 1.389, C23 1.386
18 C 5.58633 4.29130 0.71152  C17 1.389, C24 1.404, H32 1.086
19 C 7.26391 4.38837 -5.59275  C27 1.408, C28 1.418, H43 1.095
20 C 4.90726 2.71919 -0.99030  C22 1.397, C24 1.409, C26 1.553
21 C 3.08322 0.17386 -0.21808  C5 1.392, C8 1.544, C11 1.381
22 C 6.16735 2.12390 -0.89361  C20 1.397, C23 1.397, H35 1.080
23 C 7.11075 2.62623 0.00628  C17 1.386, C22 1.397, H44 1.081
24 C 4.63573 3.87816 -0.23602  C18 1.404, C20 1.409, H46 1.100
25 C 3.05115 -0.60573 -6.18305  C15 1.477, H34 1.100, H42 1.088, H57 1.099
26 C 3.91067 2.08840 -2.00060  C6 1.517, C8 1.600, C20 1.553, H55 1.091
27 C 7.33982 4.45390 -4.18801  C19 1.408, C30 1.402, H41 1.095
28 C 6.09905 3.82121 -6.16935  C19 1.418, C29 1.394, H36 1.083
29 C 5.06183 3.34977 -5.36684  N4 1.401, C10 1.428, C28 1.394
30 C 6.28954 4.02360 -3.36496  C10 1.393, C27 1.402, H51 1.098
31 C 2.48358 -1.52860 1.45283  C5 1.414, C14 1.378, H52 1.082
32 H 5.34311 5.08235 1.41401  C18 1.086
33 H 2.74235 -1.92475 -0.62378  C5 1.086
34 H 3.97370 -0.11444 -6.52484  C25 1.100
35 H 6.38483 1.22812 -1.45679  C22 1.080
36 H 5.99799 3.79331 -7.24700  C28 1.083
37 H 2.74266 1.79159 -7.10909  C16 1.082
38 H 2.56898 1.52418 2.86645  C7 1.080
39 H 4.71053 0.74436 -1.96043  C8 1.203
40 H 2.08954 -1.48729 -4.55244  C15 1.090
41 H 8.22334 4.89658 -3.71535  C27 1.095
42 H 2.88269 -1.46501 -6.82947  C25 1.088
43 H 8.10090 4.75133 -6.19903  C19 1.095
44 H 8.04940 2.09861 0.09925  C23 1.081
45 H 2.34848 3.45952 -6.99585  C16 1.084
46 H 3.62395 4.30908 -0.21446  C24 1.100
47 H 8.66004 4.67150 1.35255  C9 1.092
48 H 2.19359 2.06567 -4.47306  C13 1.071
49 H 7.32457 4.90438 2.47769  C9 1.084
50 H 3.82241 -1.94671 -4.73496  C15 1.088
51 H 6.33179 4.16152 -2.27633  C30 1.098
52 H 2.29014 -2.56886 1.67744  C31 1.082
53 H 8.21426 3.36224 2.44611  C9 1.088
54 H 3.04455 2.18532 0.54304  C11 1.075
55 H 2.88864 2.17654 -1.62810  C26 1.091
56 H 3.87055 2.98157 -7.74914  C16 1.091
57 H 2.19096 0.06104 -6.33888  C25 1.099

Results
LUMO level	0.587	eV
2S+1	1
HOMO-LUMO gap	8.04	eV
structure (SMILES)	CCOC(=O)[C@H](c1ccc(Br)cc1)[C@@H](c1ccc(C)cc1)c1cn(C)c2ccccc12